Entry from OMol25: C6H15N3 in the gas phase at a distorted geometry (ωB97M-V/def2-TZVPD).

The SMILES is [H]/N=C\NN(C)CC(C)C. As for the LUMO energy: 0.8 eV. For the energy relative to the best compared isomer or geometry (same formula, charge and spin), the calculation gives 125.8 kcal/mol. The HOMO energy comes out at -8.8 eV. The maximum force is 8.70 eV/Å. The frontier orbital gap is 9.63 eV.

Geometry as ORCA input:
```
! wB97M-V def2-TZVPD RIJCOSX def2/J DEFGRID3
* xyz 0 1
C 1.979 1.387 -1.290
C 1.030 1.597 -0.204
C -0.021 2.613 -0.722
C 0.665 0.214 0.484
C 0.511 -2.119 -0.347
C -1.976 -1.016 1.014
H 2.155 2.341 -1.768
H 1.389 0.901 -2.195
H 2.876 0.848 -0.888
H 1.551 1.953 0.680
H 0.481 3.287 -1.547
H -0.607 3.088 0.077
H -0.813 1.969 -1.429
H -0.164 0.506 1.228
H 1.500 -0.208 1.218
H 0.009 -2.640 -1.168
H 1.699 -2.361 -0.581
H 0.578 -2.666 0.559
H -1.987 -0.710 -1.155
H -3.056 -0.448 1.019
H -0.243 -1.533 1.950
N 0.037 -0.709 -0.451
N -1.381 -0.837 -0.136
N -1.299 -1.367 2.072
*
```


Entry from OMol25: a molecular structure, C26H52FI2N6O at a distorted geometry (ωB97M-V/def2-TZVPD).

As for the LUMO energy: -4.2 eV. The HOMO energy comes out at -11.5 eV. The maximum force is 2.09 eV/Å. The frontier orbital gap is 7.27 eV.

Geometry as ORCA input:
```
! wB97M-V def2-TZVPD RIJCOSX def2/J DEFGRID3
* xyz 1 1
C -0.231 -2.360 3.557
O -0.548 -1.547 4.659
C 0.633 -1.102 5.312
C 0.279 -0.468 6.662
C -1.123 0.140 6.697
C -1.312 1.278 5.673
C -2.502 1.027 4.735
C -3.042 2.339 4.145
C -2.235 2.727 2.894
C -2.768 1.940 1.705
C -1.969 2.187 0.435
C -0.828 1.156 0.291
N 0.233 1.708 -0.554
C 0.430 1.198 -1.767
N -0.445 0.485 -2.402
C -0.265 -0.173 -3.677
C -0.414 -1.697 -3.492
N -1.414 -1.997 -2.464
N 1.721 1.467 -2.253
I 1.504 2.713 -3.950
C 2.259 2.416 -1.202
C 3.724 2.875 -1.377
C 4.798 2.704 -0.309
C 4.455 3.164 1.109
I 5.807 0.786 -0.350
C 1.595 1.872 0.038
F 1.396 2.843 1.006
C 2.055 0.635 0.801
C 1.684 -0.729 0.179
C 2.704 -1.333 -0.786
N 3.709 -2.078 -0.029
H 0.453 -1.814 2.896
H -1.146 -2.616 3.035
H 0.247 -3.293 3.863
H 1.281 -1.965 5.470
H 1.121 -0.352 4.679
H 0.392 -1.203 7.448
H 0.978 0.351 6.825
H -1.260 0.517 7.704
H -1.852 -0.640 6.523
H -1.471 2.203 6.216
H -0.400 1.363 5.087
H -3.268 0.432 5.217
H -2.110 0.454 3.900
H -4.077 2.189 3.841
H -3.042 3.134 4.885
H -2.401 3.787 2.741
H -1.182 2.508 3.066
H -2.874 0.883 1.940
H -3.775 2.312 1.529
H -1.491 3.157 0.504
H -2.578 2.147 -0.466
H -0.489 0.955 1.300
H -1.236 0.221 -0.085
H -1.350 0.337 -1.971
H -1.016 0.164 -4.382
H 0.698 0.011 -4.129
H 0.577 -2.072 -3.240
H -0.660 -2.101 -4.470
H -0.940 -2.487 -1.715
H -2.089 -2.636 -2.877
H 1.697 3.330 -1.363
H 4.097 2.420 -2.290
H 3.693 3.937 -1.600
H 5.601 3.348 -0.626
H 3.633 3.870 1.060
H 4.279 2.368 1.819
H 5.293 3.731 1.497
H 3.111 0.612 1.048
H 1.541 0.671 1.753
H 1.615 -1.425 1.008
H 0.704 -0.736 -0.295
H 2.154 -2.047 -1.413
H 3.141 -0.608 -1.462
H 3.381 -3.014 0.178
H 4.561 -2.186 -0.567
C -1.442 -4.007 -7.801
C -2.934 -4.201 -8.047
C -3.796 -3.125 -7.379
C -3.725 -3.185 -5.920
N -3.677 -3.247 -4.775
H -1.198 -4.095 -6.740
H -0.868 -4.763 -8.335
H -1.111 -3.026 -8.150
H -3.235 -5.189 -7.696
H -3.124 -4.174 -9.121
H -4.837 -3.250 -7.681
H -3.487 -2.133 -7.715
*
```


Entry from OMol25: 3 unconnected molecules or ions with the total composition C18H35N5O2 at a distorted geometry (ωB97M-V/def2-TZVPD).

The SMILES is CCCC[C@H](C#N)[C@@H](C#N)CCCCN.CN(C)C=O.CN(C)C=O. As for the LUMO energy: 0.7 eV. For the energy relative to the best compared isomer or geometry (same formula, charge and spin), the calculation gives 0.0 kcal/mol. The HOMO energy comes out at -8.7 eV. The maximum force is 1.88 eV/Å. The frontier orbital gap is 9.39 eV.

Geometry as ORCA input:
```
! wB97M-V def2-TZVPD RIJCOSX def2/J DEFGRID3
* xyz 0 1
C 2.157 -0.283 0.344
C 0.623 -0.097 0.094
C 0.180 1.334 0.495
C -1.063 1.847 -0.275
C -2.413 1.327 0.354
C -2.642 -0.033 -0.285
N -3.005 -0.940 -0.886
C -3.556 2.314 0.019
C -3.912 2.217 -1.458
N -4.248 2.011 -2.535
C -4.826 2.266 0.914
C -5.155 0.931 1.634
C -6.482 0.270 1.107
C -6.236 -1.004 0.242
N -6.841 -0.913 -1.105
H 2.707 0.611 0.023
H 2.344 -0.490 1.410
H 2.565 -1.133 -0.219
H 0.440 -0.325 -0.966
H 0.127 -0.848 0.732
H 1.039 1.998 0.307
H -0.050 1.362 1.572
H -1.027 1.419 -1.291
H -1.052 2.941 -0.374
H -2.236 1.238 1.432
H -3.122 3.321 0.125
H -4.795 3.092 1.641
H -5.683 2.509 0.265
H -4.378 0.157 1.619
H -5.350 1.164 2.694
H -7.123 0.992 0.580
H -7.046 -0.058 1.997
H -6.732 -1.854 0.744
H -5.163 -1.239 0.211
H -7.084 0.047 -1.309
H -6.169 -1.229 -1.793
C 4.535 -0.076 3.274
O 3.334 -0.254 3.252
N 5.459 -1.057 3.347
C 6.880 -0.775 3.368
C 5.010 -2.437 3.405
H 4.977 0.933 3.233
H 7.360 -1.255 2.512
H 7.316 -1.165 4.290
H 7.058 0.297 3.318
H 4.422 -2.667 2.515
H 4.377 -2.579 4.282
H 5.865 -3.107 3.460
C 4.298 -0.498 -3.063
O 4.091 -0.048 -1.955
N 3.338 -0.862 -3.940
C 3.653 -1.394 -5.251
C 1.945 -0.715 -3.552
H 5.319 -0.649 -3.453
H 3.222 -0.749 -6.020
H 3.235 -2.398 -5.349
H 4.731 -1.443 -5.394
H 1.738 0.332 -3.323
H 1.751 -1.308 -2.657
H 1.295 -1.048 -4.357
*
```


Entry from OMol25: 6 unconnected molecules or ions with the total composition H12O6 at a distorted geometry (ωB97M-V/def2-TZVPD).

The SMILES is O.O.O.O.O.O. As for the LUMO energy: 0.2 eV. For the energy relative to the best compared isomer or geometry (same formula, charge and spin), the calculation gives 51.7 kcal/mol. The HOMO energy comes out at -10.7 eV. The maximum force is 1.47 eV/Å. The frontier orbital gap is 10.89 eV.

Geometry as ORCA input:
```
! wB97M-V def2-TZVPD RIJCOSX def2/J DEFGRID3
* xyz 0 1
H -0.025 -1.843 -0.546
H -0.074 -0.335 -0.360
H 2.159 -0.117 -0.451
H 3.499 -0.467 0.173
H -2.386 -5.130 -3.027
H -1.571 -3.868 -2.796
H -0.583 2.921 3.049
H 0.875 2.628 3.359
H -2.717 1.595 4.241
H -2.384 1.701 2.762
H 0.768 1.231 -2.884
H 2.055 2.039 -2.848
O 0.535 -1.082 -0.353
O 2.854 -0.784 -0.469
O -2.430 -4.263 -2.608
O 0.266 2.757 2.624
O -2.158 1.208 3.558
O 1.317 1.811 -3.424
*
```


Entry from OMol25: 2 unconnected molecules or ions with the total composition C4H13NO2 at a distorted geometry (ωB97M-V/def2-TZVPD).

The SMILES is CNCCCO.O. As for the LUMO energy: 0.9 eV. For the energy relative to the best compared isomer or geometry (same formula, charge and spin), the calculation gives 41.0 kcal/mol. The HOMO energy comes out at -8.1 eV. The maximum force is 2.96 eV/Å. The frontier orbital gap is 9.04 eV.

Geometry as ORCA input:
```
! wB97M-V def2-TZVPD RIJCOSX def2/J DEFGRID3
* xyz 0 1
C -1.758 -0.939 -1.219
N -0.477 -0.793 -0.466
C -0.239 0.518 0.189
C 0.966 0.368 1.072
C 0.777 0.350 2.607
O -0.456 -0.408 2.958
H -1.835 -0.151 -1.973
H -2.564 -0.704 -0.498
H -2.100 -1.904 -1.581
H -0.425 -1.618 0.123
H -1.128 0.758 0.768
H -0.101 1.194 -0.646
H 1.738 1.129 0.934
H 1.477 -0.601 0.925
H 1.620 -0.152 3.057
H 0.551 1.320 3.171
H -0.229 -1.075 3.612
H 1.230 0.480 -5.030
H 1.860 1.345 -3.831
O 1.093 0.882 -4.172
*
```


Entry from OMol25: 13 unconnected molecules or ions with the total composition C30H70N4O19 at a distorted geometry (ωB97M-V/def2-TZVPD).

As for the LUMO energy: 0.0 eV. The HOMO energy comes out at -9.2 eV. The maximum force is 3.49 eV/Å. The frontier orbital gap is 9.16 eV.

Geometry as ORCA input:
```
! wB97M-V def2-TZVPD RIJCOSX def2/J DEFGRID3
* xyz 0 1
C 3.962 4.553 1.780
O 3.765 3.152 1.804
H 4.611 4.866 0.954
H 3.015 5.019 1.480
H 4.178 4.932 2.780
H 4.530 2.734 2.210
C -2.911 0.808 -2.576
O -2.721 1.524 -3.788
H -3.959 0.766 -2.287
H -2.418 -0.163 -2.649
H -2.458 1.419 -1.780
H -1.774 1.711 -3.873
C 2.995 -2.768 1.421
O 3.774 -1.614 1.703
H 1.996 -2.614 1.839
H 2.893 -2.881 0.339
H 3.506 -3.649 1.799
H 3.501 -0.919 1.086
C 0.719 1.059 -3.329
O 0.054 2.285 -3.608
H 0.165 0.491 -2.571
H 0.847 0.507 -4.257
H 1.681 1.266 -2.846
H 0.442 3.019 -3.106
C -3.724 1.037 3.803
O -4.449 1.158 2.603
H -2.911 1.766 3.830
H -4.274 1.204 4.735
H -3.254 0.058 3.951
H -5.367 0.929 2.769
C 0.865 4.373 -0.910
O 1.347 4.330 -2.249
H 0.557 5.390 -0.641
H 0.007 3.716 -0.808
H 1.634 4.132 -0.170
H 2.121 4.900 -2.290
C -3.395 -7.165 -2.417
C -2.946 -5.806 -2.910
C -4.103 -4.876 -3.251
O -3.685 -3.612 -2.733
C -2.618 -3.784 -1.947
O -2.013 -2.885 -1.463
O -2.311 -5.084 -1.845
H -4.120 -7.038 -1.610
H -2.586 -7.764 -2.001
H -3.884 -7.729 -3.211
H -2.232 -5.911 -3.729
H -5.031 -5.180 -2.762
H -4.342 -4.823 -4.312
C 1.004 -3.239 -1.759
C 1.178 -4.602 -2.427
C -0.050 -5.529 -2.269
O -0.365 -5.894 -3.595
C 0.354 -5.190 -4.484
O 0.320 -5.335 -5.656
O 1.198 -4.366 -3.829
H 0.649 -3.310 -0.726
H 0.331 -2.527 -2.234
H 1.997 -2.786 -1.719
H 2.078 -5.105 -2.074
H -0.836 -5.009 -1.722
H 0.248 -6.422 -1.720
C 4.695 2.819 -1.916
C 5.634 1.682 -1.561
C 4.938 0.349 -1.393
O 5.843 -0.553 -2.041
C 6.756 0.128 -2.772
O 7.551 -0.394 -3.474
O 6.569 1.457 -2.610
H 5.187 3.647 -2.432
H 4.079 3.150 -1.082
H 4.039 2.460 -2.720
H 6.217 1.993 -0.689
H 3.932 0.250 -1.788
H 4.895 0.110 -0.333
C 1.329 2.756 4.531
O 0.198 2.963 4.122
N 1.882 3.404 5.575
C 3.139 2.933 6.114
C 1.117 4.299 6.427
H 2.057 2.101 4.030
H 3.042 2.425 7.075
H 3.875 3.735 6.218
H 3.677 2.224 5.481
H 1.686 5.208 6.633
H 0.316 4.718 5.819
H 0.779 3.787 7.323
C -3.260 -4.720 1.545
O -4.339 -4.380 1.981
N -2.076 -4.220 1.963
C -0.843 -4.804 1.514
C -1.948 -3.198 2.959
H -3.094 -5.452 0.740
H -0.133 -4.052 1.147
H -0.949 -5.435 0.629
H -0.320 -5.384 2.279
H -2.918 -2.858 3.316
H -1.488 -3.636 3.857
H -1.304 -2.388 2.623
C 1.539 0.951 0.454
O 2.374 0.159 0.031
N 0.231 0.669 0.517
C -0.739 1.687 0.837
C -0.302 -0.625 0.074
H 1.714 2.008 0.704
H -1.459 1.858 0.038
H -0.251 2.584 1.223
H -1.318 1.442 1.736
H -0.984 -0.433 -0.756
H 0.454 -1.312 -0.284
H -0.876 -0.967 0.931
C -4.939 5.896 -0.906
O -5.804 5.708 -1.728
N -4.156 4.928 -0.366
C -2.984 5.200 0.437
C -4.528 3.535 -0.502
H -4.643 6.879 -0.501
H -2.104 4.871 -0.118
H -3.043 4.707 1.409
H -2.889 6.269 0.635
H -5.293 3.128 0.163
H -4.885 3.322 -1.510
H -3.660 2.892 -0.349
*
```